1.
{"formula": "C4H7NO2", "method": "the ωB97M-V functional and the def2-TZVPD basis", "spin_multiplicity": 1, "smiles": "[H]/N=C1\\O[C@@]1(C)C=O.[H][H]", "energy_ev": -9843.366, "e_lumo_ev": 0.090, "homo_ev": -10.602, "gap_ev": 10.69, "symbols": ["C", "C", "C", "O", "C", "O", "N", "H", "H", "H", "H", "H", "H", "H"], "coordinates": [[-0.80941, -1.07412, 0.82946], [-0.13120, 0.18590, 0.37137], [-1.02692, 1.34457, 0.01389], [-2.21920, 1.23741, -0.12971], [1.26601, 0.26340, 0.03663], [1.07558, 0.71587, 1.26305], [2.07687, 0.00537, -0.87667], [-0.88968, -1.00240, 1.91446], [-1.82554, -1.12644, 0.41758], [-0.25920, -1.98009, 0.56040], [-0.27428, -0.53803, -1.76281], [-0.49962, 2.30838, -0.08264], [0.46526, -0.52628, -1.87517], [3.05132, 0.18646, -0.67983]], "mulliken_charge": [-1.124, 0.500, 0.007, -0.444, 0.440, -0.453, -0.630, 0.361, 0.351, 0.321, -0.004, 0.364, 0.034, 0.276]}

---

2.
{"formula": "C4H7NO2S", "method": "the ωB97M-V functional and the def2-TZVPD basis", "spin_multiplicity": 1, "smiles": "[O-]/C=N\\[C@H](CO)C[S-]", "energy_ev": -20679.734, "e_lumo_ev": 6.258, "homo_ev": 0.738, "gap_ev": 5.52, "total_charge": -2, "symbols": ["O", "C", "N", "C", "C", "S", "C", "O", "H", "H", "H", "H", "H", "H", "H"], "coordinates": [[-0.72249, 0.51254, -2.62894], [-1.29455, 1.19450, -1.63344], [-0.83887, 1.42523, -0.45032], [0.20064, 0.57668, 0.18497], [-0.49985, -0.04502, 1.38772], [0.38742, -1.11410, 2.67397], [0.75933, -0.70062, -0.54427], [1.48182, -0.38698, -1.69110], [-2.26176, 1.63596, -1.95396], [0.62029, 0.08880, -2.18590], [1.02173, 1.32622, 0.52288], [-1.39665, -0.56163, 1.00648], [-0.76386, 0.74688, 1.97781], [1.42778, -1.25948, 0.08764], [-0.04221, -1.28534, -0.89583]], "mulliken_charge": [-0.824, 0.068, -0.680, 0.542, -1.124, -0.810, -0.723, -0.723, 0.364, 0.458, 0.162, 0.232, 0.334, 0.324, 0.400]}

---

3.
{"formula": "C4H7NO2S", "method": "the ωB97M-V functional and the def2-TZVPD basis", "spin_multiplicity": 1, "smiles": "CC(C)S(=O)(=O)C#N", "energy_ev": -20679.033, "e_lumo_ev": 0.311, "homo_ev": -11.103, "gap_ev": 11.41, "symbols": ["C", "C", "C", "C", "N", "O", "O", "S", "H", "H", "H", "H", "H", "H", "H"], "coordinates": [[-3.30609, -0.83213, -0.12748], [-0.22780, -1.14376, 0.47308], [0.32389, 1.38460, -0.31332], [-0.42654, 0.07196, -0.41545], [-3.92590, -1.77803, -0.36037], [-2.18714, 0.76966, 1.56598], [-2.57230, 1.51800, -0.85327], [-2.15801, 0.54090, 0.15271], [-0.07375, -0.98076, 1.54599], [-0.90618, -1.95454, 0.39506], [0.69690, -1.52004, 0.24567], [1.32454, 1.07646, -0.29721], [-0.12891, 1.85167, 0.58712], [0.24160, 2.07721, -1.13875], [-0.70992, -0.01239, -1.50356]], "mulliken_charge": [0.194, -1.561, -1.055, 0.268, -0.370, -0.559, -0.598, 1.025, 0.355, 0.476, 0.459, 0.370, 0.320, 0.323, 0.356]}

---

4.
{"formula": "C4H7NO3", "method": "the ωB97M-V functional and the def2-TZVPD basis", "spin_multiplicity": 1, "energy_ev": -11887.595, "e_lumo_ev": 6.862, "homo_ev": 0.575, "gap_ev": 6.29, "total_charge": -2, "symbols": ["O", "C", "O", "C", "C", "C", "O", "N", "H", "H", "H", "H", "H", "H", "H"], "coordinates": [[-0.76539, -1.65371, -2.11490], [-0.34236, -1.92667, -0.97517], [0.08331, -3.01805, -0.54208], [-0.29511, -0.70070, 0.05050], [0.71554, 0.38417, -0.36166], [0.57791, 1.82412, 0.18450], [1.42409, 2.69925, -0.39413], [-1.67798, -0.38671, 1.41954], [-0.05854, -1.19890, 0.98638], [1.74433, 0.05872, -0.16252], [0.68953, 0.44628, -1.45607], [0.72096, 1.74425, 1.30513], [-0.50265, 2.10399, 0.08965], [-1.33082, -0.34027, -0.12078], [-0.98284, -0.03578, 2.09160]], "mulliken_charge": [-0.716, 0.394, -0.740, 0.173, -0.473, -0.452, -0.926, -0.618, 0.250, 0.243, 0.239, 0.074, 0.210, 0.202, 0.139]}

---

5.
{"formula": "C4H7NO3", "method": "the ωB97M-V functional and the def2-TZVPD basis", "spin_multiplicity": 1, "energy_ev": -11888.171, "e_lumo_ev": -0.259, "homo_ev": -9.080, "gap_ev": 8.82, "symbols": ["C", "C", "C", "C", "H", "H", "H", "H", "H", "H", "H", "N", "O", "O", "O"], "coordinates": [[0.91173, -0.06834, 0.34474], [0.45089, 1.48307, 0.15878], [0.11574, -1.09150, -0.21229], [-2.26102, -0.43800, -0.15040], [3.18362, -0.55209, 0.41977], [1.04311, -0.16034, 1.39362], [1.28570, 1.91185, -0.41109], [-0.00427, 2.20595, 0.96049], [0.66899, -1.31625, -1.07067], [-0.34617, -1.77307, 0.46107], [-2.40984, -1.53608, -0.30141], [-1.01245, -0.07663, -0.62647], [2.21838, -0.11525, -0.37070], [-0.63465, 1.20743, -0.78071], [-3.20977, 0.31925, 0.18526]], "mulliken_charge": [0.291, -0.415, -0.713, -0.025, 0.359, 0.332, 0.236, 0.267, 0.323, 0.400, 0.325, 0.214, -0.685, -0.339, -0.570]}

---

6.
{"formula": "C4H7NO3", "method": "the ωB97M-V functional and the def2-TZVPD basis", "spin_multiplicity": 1, "smiles": "N[C@]1(CO)COC1=O", "energy_ev": -11890.373, "e_lumo_ev": 0.409, "homo_ev": -9.435, "gap_ev": 9.84, "symbols": ["C", "C", "C", "C", "H", "H", "H", "H", "H", "H", "H", "N", "O", "O", "O"], "coordinates": [[-0.14924, 0.00532, 0.30020], [0.64703, 0.26261, -0.88410], [-1.00667, -1.18782, 0.08101], [0.68325, -0.88977, 1.22960], [-0.97241, 1.80062, 0.47208], [-0.19020, 1.40217, 1.76398], [1.41827, 1.10615, -0.87051], [1.31363, -0.68584, -1.20025], [0.16863, 1.54553, -2.30975], [-1.89028, -1.15668, 0.76267], [-1.05021, -1.34845, -1.05599], [-0.63841, 0.95587, 0.92120], [-0.26440, 0.78806, -1.78816], [0.27919, -1.97489, 0.62256], [1.65182, -0.62288, 1.95546]], "mulliken_charge": [1.208, -0.860, -0.636, 0.250, 0.235, 0.252, 0.409, 0.210, 0.362, 0.361, 0.268, -0.547, -0.534, -0.360, -0.617]}

---

7.
{"formula": "C4H7NO3", "method": "the ωB97M-V functional and the def2-TZVPD basis", "spin_multiplicity": 1, "energy_ev": -11888.235, "e_lumo_ev": -0.044, "homo_ev": -10.238, "gap_ev": 10.19, "symbols": ["C", "C", "C", "C", "H", "H", "H", "H", "H", "H", "H", "N", "O", "O", "O"], "coordinates": [[0.17876, 0.15530, 0.00447], [1.02561, -0.71019, -0.68624], [-0.87611, -0.42990, 1.11525], [0.60109, 0.92666, 1.24992], [-0.49150, 1.93091, -0.09867], [-1.85524, 0.48921, -0.76173], [1.71201, -1.58303, -0.03333], [1.61159, -0.02258, -1.40222], [-0.21168, -0.80490, -2.37562], [-1.78969, 0.09376, 0.87007], [-1.04717, -1.53788, 1.10394], [-0.58631, 0.95712, -0.90895], [0.39968, -1.47816, -1.75299], [-0.07680, 0.16270, 2.11198], [1.40578, 1.85098, 1.56412]], "mulliken_charge": [1.057, -0.625, -0.409, 0.007, 0.437, 0.334, 0.252, 0.314, 0.363, 0.240, 0.315, -0.810, -0.580, -0.289, -0.606]}

---

8.
{"formula": "C4H7NO3", "method": "the ωB97M-V functional and the def2-TZVPD basis", "spin_multiplicity": 1, "energy_ev": -11887.610, "e_lumo_ev": -2.996, "homo_ev": -8.313, "gap_ev": 5.32, "symbols": ["O", "C", "C", "C", "C", "O", "O", "N", "H", "H", "H", "H", "H", "H", "H"], "coordinates": [[0.84710, 0.90229, -2.36939], [0.82199, -0.17749, -1.92901], [0.57275, -0.45448, -0.27012], [0.11465, 0.79576, 0.46548], [-1.28778, 0.40987, 0.91649], [-1.59935, -0.73598, 0.33373], [-1.24444, 0.30714, 2.35959], [1.87102, -0.53005, -0.49356], [0.75713, -1.07270, -2.52448], [-0.08523, -1.33228, -0.11311], [0.17066, 1.66525, -0.17744], [0.76443, 0.90953, 1.31494], [-2.00137, 1.20944, 0.70065], [2.16458, -1.48146, -0.75767], [-1.86614, -0.41484, 2.54389]], "mulliken_charge": [-0.323, -0.058, 0.210, -0.871, 0.316, -0.726, -0.539, -0.492, 0.426, 0.538, 0.399, 0.282, 0.214, 0.320, 0.303]}